21
Properties=species:S:1:pos:R:3:forces:R:3 method="wB97M-V/def2-TZVPD" energy_ha=-457.51300 relative_energy_kj_mol=619.4 orbital_gap_ev="6.94 / 6.02"
H -2.305 0.622 1.581 0.0478 -0.0254 -0.0947
C -1.084 0.582 -0.833 0.7770 -0.2882 0.4675
H 3.624 -0.015 -1.239 -0.0446 0.0317 -0.1092
O -1.135 1.797 -0.897 -0.0530 0.0348 0.0712
H 1.052 1.230 0.877 0.0342 -0.0017 0.0555
H -0.592 -2.010 -0.143 -0.0034 0.0282 -0.0068
H -2.246 0.237 -2.280 0.0790 0.0557 0.0897
C 2.777 0.472 -0.779 -0.0716 -0.0626 -0.2774
C -1.059 -1.463 0.670 0.0013 0.1585 0.0333
N -1.291 0.708 1.637 0.1173 -0.2279 -0.2066
H 2.825 1.546 -0.658 -0.0071 0.0102 0.1042
H 1.269 -0.448 1.531 -0.1313 0.0174 -0.0377
H 1.604 -1.283 -0.779 0.0071 0.0223 -0.0495
H -0.683 -1.807 1.631 0.0141 0.0514 -0.0306
N -0.731 -0.033 0.529 0.7315 0.3950 -0.0629
C 1.520 -0.201 -0.656 -0.0135 0.0416 0.2248
H 0.558 0.097 -1.380 0.1572 -0.0424 0.3075
H -1.082 1.686 1.443 -0.0051 -0.0649 -0.0975
O -1.864 -0.278 -1.556 -0.1359 -0.1182 0.1141
H -2.139 -1.603 0.622 0.0288 0.0282 -0.0326
C 0.983 0.164 0.680 -1.5299 -0.0438 -0.4623

21
Properties=species:S:1:pos:R:3:forces:R:3 method="wB97M-V/def2-TZVPD" energy_ha=-457.59996 relative_energy_kj_mol=391.1 smiles="NNC(=O)CO.C=CC" orbital_gap_ev=9.34
H -2.142 1.447 1.109 0.5815 -0.0723 -0.5161
C 0.534 0.298 -1.778 -1.1473 0.0891 1.0428
N -0.355 1.587 0.148 -0.5563 -1.3593 -0.2500
C -0.787 -1.167 0.924 1.2223 -1.7131 0.8456
H -0.949 -0.754 1.916 0.0830 0.3407 -0.1744
H 1.439 -0.505 2.169 0.0796 -0.1940 -0.1966
H 0.487 2.131 0.010 -0.1538 -0.4662 0.5742
C -0.673 0.562 -0.716 1.6260 3.8263 -3.5805
C 0.464 -1.475 0.524 -1.1095 0.1214 0.5438
O 0.114 -0.715 -2.636 -0.0962 -0.1760 -0.1226
H -1.646 -1.624 0.471 -0.2367 0.2203 -0.5080
H 0.631 1.260 -2.308 -0.0837 -0.0656 0.0884
H -1.552 2.965 0.954 -0.1172 -0.2008 -0.1783
H 2.115 -2.078 1.685 0.1299 0.0534 0.0012
H 1.509 0.058 -1.356 -0.1361 -0.1440 0.1903
O -1.790 0.438 -1.222 -0.1192 -1.3077 1.3215
C 1.684 -1.146 1.311 0.0277 0.4711 0.1703
N -1.282 1.999 1.125 -0.0540 0.9092 0.7840
H 0.615 -1.980 -0.418 -0.0769 -0.2156 -0.1253
H 2.449 -0.638 0.709 -0.0975 -0.1533 0.0888
H -0.863 -0.664 -2.624 0.2344 0.0364 0.0009

21
Properties=species:S:1:pos:R:3:forces:R:3 method="wB97M-V/def2-TZVPD" energy_ha=-457.69526 relative_energy_kj_mol=140.9 smiles="CCC(N)=O.CC(N)=O" orbital_gap_ev=10.04
H 0.732 1.286 0.013 0.6007 -0.7523 -1.0892
C -0.229 -1.294 0.151 0.7616 2.5966 0.2163
C 0.537 -1.581 -1.226 -1.2652 -2.2516 1.6080
H -0.278 2.418 3.030 0.2457 0.4094 -0.3355
O -0.960 -0.278 0.189 1.1608 -2.8341 0.5462
H -1.074 -2.864 -1.964 -0.2625 -1.3619 0.8444
H 1.161 -2.497 -1.014 -0.4500 0.8140 -0.5684
C 0.489 2.840 1.169 -2.0097 -0.9953 3.5853
C -0.609 -1.943 -2.185 1.5969 -0.9806 -1.2049
N 0.061 -2.073 1.298 -1.7994 3.0991 -1.8570
N -0.409 2.211 2.046 1.5937 2.7655 1.8529
H -0.913 1.408 1.971 -1.4817 -2.5728 -1.5151
H -1.438 -1.310 -2.239 -0.7804 1.7650 0.0988
H 0.808 3.062 -0.851 -0.2017 -2.1713 0.6350
H -0.251 -2.133 -3.200 0.1682 0.4039 -0.0166
C 0.337 2.260 -0.154 -0.7239 3.3793 -2.5612
H -0.234 -1.679 2.190 0.0898 -0.5178 -0.5093
H -0.765 2.215 -0.438 1.5332 -0.2332 0.5011
H 0.606 -2.871 1.225 1.0941 -1.3827 0.0670
H 1.202 -0.834 -1.678 -0.4672 0.3375 0.8934
O 1.227 3.658 1.666 0.5971 0.4835 -1.1913

21
Properties=species:S:1:pos:R:3:forces:R:3 method="wB97M-V/def2-TZVPD" energy_ha=-457.61932 relative_energy_kj_mol=340.3 smiles="N/C=C/C[C@H](N)C=O.O" orbital_gap_ev=8.82
C -2.720 -0.015 -0.476 -3.8965 -1.4160 1.1057
C 1.929 -1.081 0.832 -0.8722 -0.8655 -1.3925
H -3.402 -1.008 -0.492 1.9233 1.2375 -0.2563
N -0.668 1.234 -0.492 0.3929 -0.2727 -5.1536
C -1.217 -0.114 -0.379 -0.5540 0.8872 1.7840
H -0.662 0.102 1.653 0.7685 1.3130 1.2124
H 1.796 1.637 -0.463 -0.9255 -0.8553 0.2015
H 0.513 -2.239 -0.080 -0.3220 0.6647 0.3184
O -3.439 0.977 -0.364 2.1639 -0.8933 -0.4195
C -0.654 -0.739 1.037 -0.5842 0.3495 -3.5495
H -1.332 -1.426 1.492 -0.4474 -0.8676 -0.0041
H 2.406 -0.292 1.377 -0.4592 0.4763 0.5616
C 0.619 -1.319 0.536 1.9196 -0.7194 1.6407
H -1.096 1.956 0.007 -1.1388 0.6699 1.9096
H -0.780 -0.749 -1.155 -0.4579 0.2131 -0.0780
H 2.416 -2.527 -0.431 0.8835 -0.1591 -0.1347
N 2.865 -1.926 0.242 -4.3615 -0.7848 0.6021
H -1.063 1.546 -1.485 1.5686 -0.6543 2.2470
H 3.776 -1.710 0.203 3.6098 0.8785 -0.4270
O 2.467 2.303 -0.510 0.2194 1.3918 -0.9882
H 2.093 2.912 -1.190 0.5697 -0.5935 0.8205

21
Properties=species:S:1:pos:R:3:forces:R:3 method="wB97M-V/def2-TZVPD" energy_ha=-457.64951 relative_energy_kj_mol=261.0 smiles="COC(C)=O.C=NNC" orbital_gap_ev=9.50
H -2.930 -0.208 -0.187 -0.0030 -0.0123 -0.0076
C -0.978 -0.867 -0.719 -0.2695 0.1741 -0.3056
H 1.381 -1.598 -2.477 -0.0004 0.0207 0.0620
H 0.291 -1.276 1.936 0.0309 -0.0507 -0.0402
H 1.148 -2.049 -0.764 0.1038 0.0973 -0.0984
C 0.685 -0.262 1.925 0.1947 0.3037 0.2078
C -2.171 0.025 -0.928 0.0860 -0.1346 0.0378
H 2.093 -0.585 -1.197 -0.0573 -0.0331 -0.0167
H -1.215 0.606 1.874 0.1053 0.0554 -0.1106
H -2.571 -0.162 -1.923 -0.0486 -0.0245 -0.0844
H 1.566 -0.236 1.288 0.0270 -0.0930 -0.0259
O 0.071 -0.419 -1.435 -0.1481 0.1741 -0.1884
O -0.962 -1.877 -0.070 -0.0606 -0.4155 0.1111
N -0.331 0.615 1.393 -0.2051 -0.2197 0.2687
H -1.873 1.066 -0.864 -0.0187 0.0312 -0.0132
N -0.159 1.730 0.686 -0.3109 0.5158 0.0898
H 0.982 0.020 2.944 0.0815 0.0135 -0.1303
H 0.893 2.988 -0.441 -0.0074 0.2704 -0.1614
H 1.904 1.609 0.264 -0.2017 -0.1070 0.0472
C 0.932 2.097 0.157 0.5187 -0.2584 0.2643
C 1.244 -1.217 -1.464 0.1837 -0.3075 0.0940

21
Properties=species:S:1:pos:R:3:forces:R:3 method="wB97M-V/def2-TZVPD" energy_ha=-457.66452 relative_energy_kj_mol=221.6 smiles="CC(=O)[C@@](C)(O)CNN" orbital_gap_ev=10.12
H -1.787 1.491 -1.525 0.1762 -0.0725 0.1206
C -0.237 -0.586 -1.179 -0.1679 -0.8154 0.3352
N 1.983 -1.417 -0.763 0.3479 -0.2536 0.6487
H -1.105 2.674 -0.422 0.1590 -0.2880 0.1023
H -1.280 -0.921 -1.133 0.0893 -0.0316 0.0990
C -0.088 0.743 -0.385 0.8125 0.6502 -0.5664
N 0.582 -1.744 -0.766 0.0630 0.4996 0.0216
H 0.254 -2.137 0.121 0.2898 0.2540 -0.2644
H -1.490 -0.769 1.405 -0.1905 0.2141 0.0288
O 0.983 1.500 -0.971 -0.0446 -0.6912 0.4557
H 2.547 -2.257 -0.936 -0.6173 0.3494 -0.1628
C -0.828 -0.116 1.979 0.1535 -0.4057 -0.0591
H -0.029 -0.392 -2.241 0.0661 0.2233 0.3817
C 0.247 0.463 1.096 1.7744 0.0850 0.7544
O 1.381 0.652 1.553 -1.9686 -0.3222 -1.0591
H -0.359 -0.723 2.760 -0.0377 0.2834 -0.0480
H 1.781 0.945 -0.858 -0.3429 0.4187 -0.1870
H -1.401 0.691 2.439 -0.0648 -0.0893 -0.0377
C -1.343 1.610 -0.530 -0.2367 0.1469 -0.0917
H 2.305 -1.070 0.152 -0.3768 -0.0638 -0.3767
H -2.117 1.363 0.203 0.1161 -0.0912 -0.0949

21
Properties=species:S:1:pos:R:3:forces:R:3 method="wB97M-V/def2-TZVPD" energy_ha=-457.66258 relative_energy_kj_mol=226.7 smiles="C=CN(C)N.CC(=O)O" orbital_gap_ev=8.92
O 0.173 -2.518 2.105 0.0431 0.9553 -0.2584
O -1.512 -1.389 1.145 0.4168 0.3758 -0.2338
C 0.297 -0.149 2.227 0.2161 -0.1036 -0.5877
H -0.297 -1.680 -1.598 -0.2525 0.0457 -0.2102
H -0.379 -3.290 1.901 -0.0745 0.4710 -0.2563
H 1.168 2.574 -0.554 0.0251 0.0084 0.0212
C -0.441 -1.339 1.692 -0.4264 -1.8923 1.3967
H 0.027 2.717 -1.911 0.0361 -0.0113 -0.0377
N -1.471 0.653 -1.013 0.0809 -0.4736 0.0198
C 0.155 2.351 -0.885 -0.0676 -0.0849 0.0466
C 0.639 -1.171 -1.754 0.1956 -0.0911 0.5275
H 1.440 -1.735 -2.197 0.1905 -0.0941 0.0527
N -0.105 0.928 -0.772 0.2849 -0.2733 0.0132
H -0.364 0.714 2.267 0.0879 -0.1051 0.0120
H -0.563 2.872 -0.252 0.1110 0.0366 0.0032
H 1.114 0.055 1.534 0.0023 0.1603 -0.0251
H -1.730 -0.164 -0.463 -0.0072 0.2772 0.0903
H 0.755 -0.391 3.182 -0.2037 0.0037 0.0935
H 1.839 0.521 -1.397 0.1519 -0.0321 0.2051
C 0.873 0.050 -1.267 -1.0568 0.7253 -0.8399
H -1.618 0.390 -1.992 0.2465 0.1022 -0.0327

27
Properties=species:S:1:pos:R:3:forces:R:3 method="wB97M-V/def2-TZVPD" energy_ha=-1497.75278 charge=+1 orbital_gap_ev=8.01
H -4.637 -2.162 -0.729 0.2493 0.7300 -0.4431
H 0.220 -0.734 1.561 0.1654 0.5691 0.1346
C -0.266 0.640 -0.035 1.6667 -1.2903 3.2210
O -0.441 -1.495 -2.307 0.4264 1.2624 -2.0426
H 0.130 0.976 2.078 0.3284 -0.0631 -0.3626
C -0.819 -1.535 -1.209 -0.1866 -3.1574 1.9144
P -4.133 -1.262 0.245 -0.3995 -1.6160 2.8301
H -5.249 -0.592 0.825 0.2743 0.4597 -0.8901
H 4.853 3.369 -0.046 0.0053 -0.0436 -0.1238
O -3.039 1.518 0.205 0.5082 -1.0435 -0.4117
O -0.002 1.604 -0.624 -0.4399 2.1703 -2.0546
H -2.837 2.284 -0.371 -0.1054 0.0151 0.2715
C 4.020 2.686 -0.189 -0.1654 0.1215 0.1315
O 4.082 0.593 0.816 -0.0251 0.0513 -0.2005
N 4.550 1.300 -0.063 0.0279 -0.0350 0.0275
S -2.816 0.213 -0.739 0.1625 1.4050 -1.9568
H -1.650 -3.516 -0.742 0.3673 0.2335 0.0780
H 1.571 0.330 1.083 -0.6462 0.4269 0.3081
H 3.597 2.785 -1.186 0.1466 0.0140 -0.0202
O 5.412 0.972 -0.844 -0.1451 -0.0176 0.1554
C -0.814 -2.876 -0.421 0.1826 1.4028 0.5968
H -0.901 -2.638 0.652 -0.1142 -0.4538 -0.4614
N -1.282 -0.336 -0.462 -1.4784 0.4308 0.6942
C 0.479 0.305 1.281 -0.5377 -1.6010 -0.9141
O -3.338 -1.915 1.298 0.1994 0.0587 -0.4131
H 3.260 2.839 0.571 0.0629 -0.0767 0.0033
H 0.158 -3.353 -0.624 -0.5299 0.0471 -0.0718

21
Properties=species:S:1:pos:R:3:forces:R:3 method="wB97M-V/def2-TZVPD" energy_ha=-780.50803 relative_energy_kj_mol=249.6 orbital_gap_ev="8.99 / 6.23"
H -2.347 -0.217 -0.765 0.3758 0.7536 -0.7441
H -2.615 1.924 2.924 0.3076 0.0119 0.6178
N 2.590 0.351 -1.263 2.0278 0.5286 -1.1011
H -3.214 -0.903 0.450 -1.1931 -0.2332 0.7308
N 1.926 1.045 -0.403 0.7396 -2.7027 -0.9347
H 1.213 0.505 -0.003 -1.8590 0.2543 1.3122
O 0.993 -1.223 -1.360 -1.7403 -1.2937 0.4315
C 3.285 -1.702 -2.197 -4.0186 -2.8189 -1.0636
H 2.114 1.984 -0.462 -0.1746 2.4775 0.5641
H -3.063 0.202 2.821 0.1367 0.2703 0.3977
C -2.366 -0.276 0.302 -0.3441 -0.2557 0.4570
H -1.311 0.591 2.935 -1.0624 0.5798 -0.3033
H 3.788 -2.131 -1.395 0.9453 -1.0390 1.6214
H 2.798 -2.609 -2.793 1.1982 1.9423 1.0616
C -2.307 0.955 2.548 -0.7052 -1.1233 1.4755
S -0.741 1.720 0.708 0.9256 0.9528 -0.2925
H -1.542 -0.874 0.591 1.0690 -0.6413 0.2736
H -3.022 1.741 0.579 -0.2556 -0.4074 1.0988
C 2.128 -0.909 -1.559 2.7270 1.2880 -1.0362
H 4.028 -1.209 -2.743 0.4925 1.2448 -1.0066
C -2.335 1.034 1.085 0.4076 0.2113 -3.5601

20
Properties=species:S:1:pos:R:3:forces:R:3 method="wB97M-V/def2-TZVPD" energy_ha=-705.17275 s2=2.0436 spin_multiplicity=3 relative_energy_kj_mol=140.9 orbital_gap_ev="8.25 / 7.70"
H 2.197 -1.570 0.634 -0.4025 -0.8839 -0.6435
H 2.346 -1.734 -1.179 -0.3754 -0.1578 0.3008
H 2.818 0.495 1.248 -0.9824 0.9551 -0.1911
H -2.336 0.096 2.134 1.4476 2.0480 -1.0851
N -2.093 -1.450 -0.303 -0.7038 0.1101 0.1103
C 1.512 0.102 -0.374 -0.3300 -0.1780 -0.5737
C 0.830 0.572 -1.474 1.8553 1.7936 1.9602
H 1.649 1.997 0.719 0.7318 -0.9038 -0.1580
H -0.609 0.503 1.773 2.0682 -0.7939 0.4771
H -1.228 -1.880 -0.063 0.8030 -0.7580 0.1830
H 0.928 1.614 -1.660 -0.6213 0.7942 -0.2398
H -3.606 0.606 -1.527 0.9695 0.0380 1.0685
H 0.687 -0.055 -2.258 -0.9482 -1.7582 -2.2442
H -1.633 1.844 1.540 -0.7330 0.6086 -0.0362
C -1.573 0.780 1.531 -3.1155 -2.7398 -0.4847
C 2.021 0.954 0.607 0.2764 -0.7806 0.3295
N -3.041 0.945 -0.712 -0.8253 0.2807 -0.8329
C 1.701 -1.418 -0.347 -0.9046 0.7234 1.0929
S -1.852 0.074 -0.262 -0.5587 1.1614 0.8317
H 0.628 -1.878 -0.407 2.3491 0.4409 0.1352

20
Properties=species:S:1:pos:R:3:forces:R:3 method="wB97M-V/def2-TZVPD" energy_ha=-596.54938 relative_energy_kj_mol=401.2 orbital_gap_ev="5.91 / 2.63"
H 2.358 1.447 -1.378 -0.1393 0.1294 0.0139
N 0.210 -1.113 2.570 0.4995 -0.8975 -0.6964
C -1.820 -1.249 -2.435 0.3380 0.1556 0.1623
H 2.665 0.211 -0.163 -0.0709 -0.0470 0.2013
H -0.713 2.050 1.680 0.1190 0.2094 -0.0420
H 1.193 -0.910 2.766 -0.0598 0.1368 0.0931
H 0.893 1.318 1.450 0.0097 0.0304 0.0850
N -0.577 0.701 0.129 0.3169 -1.3368 -1.5478
H -0.416 0.654 3.514 -0.1988 0.1424 0.0541
H 2.713 -0.205 -1.865 -0.0430 -0.0954 -0.1129
H 0.057 -1.101 -3.334 0.0984 -0.0249 -0.0565
C -0.526 0.076 2.572 0.1654 0.9760 -0.3464
H -1.570 0.513 0.098 -0.0676 -0.0696 -0.1192
C -0.180 1.123 1.446 -0.0442 -0.0148 1.4925
H -2.273 -1.747 -3.276 -0.0490 -0.0946 -0.1440
H -2.453 -1.077 -1.582 -0.1822 0.0367 0.1945
H -1.590 -0.182 2.458 -0.0863 0.2393 0.0343
C 2.196 0.401 -1.125 -0.6827 -0.3735 -0.0587
C -0.528 -0.872 -2.452 0.3530 0.3188 0.4051
Si 0.361 -0.039 -1.076 -0.2762 0.5792 0.3879

Please write out number 4 again, unchanged.
21
Properties=species:S:1:pos:R:3:forces:R:3 method="wB97M-V/def2-TZVPD" energy_ha=-457.61932 relative_energy_kj_mol=340.3 smiles="N/C=C/C[C@H](N)C=O.O" orbital_gap_ev=8.82
C -2.720 -0.015 -0.476 -3.8965 -1.4160 1.1057
C 1.929 -1.081 0.832 -0.8722 -0.8655 -1.3925
H -3.402 -1.008 -0.492 1.9233 1.2375 -0.2563
N -0.668 1.234 -0.492 0.3929 -0.2727 -5.1536
C -1.217 -0.114 -0.379 -0.5540 0.8872 1.7840
H -0.662 0.102 1.653 0.7685 1.3130 1.2124
H 1.796 1.637 -0.463 -0.9255 -0.8553 0.2015
H 0.513 -2.239 -0.080 -0.3220 0.6647 0.3184
O -3.439 0.977 -0.364 2.1639 -0.8933 -0.4195
C -0.654 -0.739 1.037 -0.5842 0.3495 -3.5495
H -1.332 -1.426 1.492 -0.4474 -0.8676 -0.0041
H 2.406 -0.292 1.377 -0.4592 0.4763 0.5616
C 0.619 -1.319 0.536 1.9196 -0.7194 1.6407
H -1.096 1.956 0.007 -1.1388 0.6699 1.9096
H -0.780 -0.749 -1.155 -0.4579 0.2131 -0.0780
H 2.416 -2.527 -0.431 0.8835 -0.1591 -0.1347
N 2.865 -1.926 0.242 -4.3615 -0.7848 0.6021
H -1.063 1.546 -1.485 1.5686 -0.6543 2.2470
H 3.776 -1.710 0.203 3.6098 0.8785 -0.4270
O 2.467 2.303 -0.510 0.2194 1.3918 -0.9882
H 2.093 2.912 -1.190 0.5697 -0.5935 0.8205